C2H4N6O4 as an isolated structure. Source: the OMol25 dataset; level of theory: ωB97M-V with the def2-TZVPD basis set.

The net charge is 0. The spin multiplicity is 1. As for the orbital gap: 8.56 eV. Its relative energy (zero: lowest compared OMol25 entry of this formula, charge and spin) is 0.0 kcal/mol. The energy comes out at -707.80060 Ha. For the LUMO energy, the calculation gives -0.61 eV.

Each line ends with the Mulliken charge.
Element x y z (Å)
C: -0.4133 -1.3953 1.0232  0.47
C: -1.6120 -0.3990 0.6603  -0.48
N: -1.5987 2.0537 0.9182  -0.32
N: 0.7561 -0.6896 0.7967  -0.11
N: -1.0120 0.9531 0.6646  0.55
N: 0.7576 0.6297 0.3254  -0.19
N: 0.9086 0.6783 -0.9485  -0.20
N: -2.0341 -0.9776 -0.6586  1.04
O: -2.9906 -1.6924 -0.6563  -0.55
O: -0.4044 -2.5959 1.1956  -0.56
O: -2.7793 2.1702 0.9341  -0.42
O: -1.3335 -0.6903 -1.6031  -0.65
H: -2.3720 -0.6033 1.4366  0.53
H: 1.6770 -1.1474 0.5627  0.34
H: 0.4541 0.0273 -1.6095  0.31
H: 1.2185 1.5858 -1.3683  0.27